The following is a quantum chemistry calculation of the ion C4H11N2OS with charge -1 in a non-equilibrium geometry, from the Open Molecules 2025 dataset.

Bonds (Å) are listed after each position.
Element x y z (Å)
1 C 1.04076 0.00568 -0.81173  N2 1.487, C5 1.543, H9 1.212, H10 1.155
2 N 1.11385 1.38982 -0.27395  C1 1.487, C3 1.561, H11 1.113
3 C 0.49638 2.49386 -1.18852  N2 1.561, O4 1.294, H12 1.070, H13 1.125
4 O 0.95189 2.62362 -2.39227  C3 1.294
5 C 0.52584 -1.08212 0.15325  C1 1.543, C6 1.555, N8 1.535, H14 1.048
6 C -0.72166 -0.34823 0.72039  C5 1.555, S7 1.902, H15 1.072, H16 1.117
7 S -1.57133 -1.28951 2.13814  C6 1.902, H17 1.364
8 N 0.16473 -2.36199 -0.61389  C5 1.535, H18 1.070, H19 1.100
9 H 2.16823 -0.36258 -1.06342  C1 1.212
10 H 0.35574 0.00436 -1.74165  C1 1.155
11 H 2.19674 1.62243 -0.38490  N2 1.113
12 H 0.44504 3.40552 -0.63104  C3 1.070
13 H -0.59696 2.23235 -1.21942  C3 1.125
14 H 1.24693 -1.40974 0.83932  C5 1.048
15 H -1.34326 -0.22409 -0.14360  C6 1.072
16 H -0.55853 0.60507 1.27935  C6 1.117
17 H -2.72276 -0.57937 1.96321  S7 1.364
18 H -0.74598 -2.05880 -1.08743  N8 1.070
19 H 0.08287 -3.20190 0.09189  N8 1.100

* total energy: -20187.4945 eV
* charge: -1
* SMILES string: N[C@H](CS)CNC[O-]
* highest occupied orbital energy: -2.595 eV
* energy above the lowest of the compared OMol25 structures with the same formula, charge and spin: 446.7 kJ/mol